Record 1
Entry from OMol25: a single C11H13NOSe molecule in a non-equilibrium geometry (the ωB97M-V functional and the def2-TZVPD basis).

Computed properties:
- Structure (SMILES): C[C@H](O)[C@H](CC#N)[Se]c1ccccc1
- LUMO: 0.0240 hartree
- E_HOMO: -8.74 eV
- E: -2958.311844 Ha
- Maximum force: 4.28 eV/Å
- 2S+1: 1
- Relative energy (zero: lowest compared OMol25 entry of this formula, charge and spin): 0.00 kcal per mole
- Orbital gap: 9.39 eV
- Charge: 0

Geometry as XYZ:
```
27
Properties=species:S:1:pos:R:3:forces:R:3
Se 0.2949 1.5465 0.7121 0.80 0.01 -0.22
O -2.1800 1.7344 -0.9814 -0.66 -1.03 0.40
N -1.7113 -0.0190 3.3999 -0.69 0.54 1.29
C 3.0600 1.0098 0.7847 2.54 0.50 3.41
C 4.4352 0.2168 -0.9768 1.36 -0.25 -2.67
C -3.2265 -0.4055 -0.3930 2.13 -2.30 0.67
C -0.7888 -1.0348 1.1941 0.54 -1.88 0.50
C 2.0175 1.0357 -0.0557 -2.36 0.50 0.67
C 3.4217 0.4228 -1.9123 -1.84 -0.92 0.72
C -2.2180 0.6185 -0.0145 1.16 2.09 -0.55
C 4.3462 0.6564 0.3159 -2.73 0.00 -0.71
C -0.8173 0.0272 0.1071 0.63 0.57 1.98
C -1.3791 -0.5138 2.4326 0.80 -0.96 -1.12
C 2.1670 0.7999 -1.3800 0.47 -0.23 -2.58
H 5.2106 0.7402 0.8631 1.63 -0.14 1.67
H 5.3384 -0.2522 -1.4352 -0.36 0.68 0.95
H 0.2640 -1.3841 1.4557 -1.19 0.64 -0.44
H -2.4625 1.0483 0.9801 0.14 -0.21 -0.46
H -1.3120 -1.9803 0.8340 0.45 1.17 0.68
H -3.5082 -0.2599 -1.3573 -0.64 0.54 -3.14
H 1.2922 0.9161 -2.0166 0.24 -0.04 -0.13
H -4.1262 -0.3473 0.1409 -1.03 -0.28 1.24
H -0.2620 -0.4220 -0.6790 -0.30 0.03 -1.54
H 3.4888 0.0928 -2.9717 0.15 0.47 0.95
H -1.5228 2.4045 -0.7128 -0.29 -0.64 0.12
H 2.8929 1.2889 1.8946 0.46 -0.49 -1.98
H -2.7173 -1.4502 -0.3972 -1.42 1.63 0.28
```
Positions in Å, forces in eV/Å.

natural (NBO) atomic charges, in units of e: number 1, Se, carries 0.28; number 2, O, carries -0.74; number 3, N, carries -0.32; number 4, C, carries -0.22; number 5, C, carries -0.20; number 6, C, carries -0.62; number 7, C, carries -0.54; number 8, C, carries -0.19; number 9, C, carries -0.20; number 10, C, carries 0.06; number 11, C, carries -0.21; number 12, C, carries -0.34; number 13, C, carries 0.28; number 14, C, carries -0.23; number 15, H, carries 0.22; number 16, H, carries 0.22; number 17, H, carries 0.27; number 18, H, carries 0.19; number 19, H, carries 0.25; number 20, H, carries 0.24; number 21, H, carries 0.22; number 22, H, carries 0.23; number 23, H, carries 0.24; number 24, H, carries 0.22; number 25, H, carries 0.48; number 26, H, carries 0.23; number 27, H, carries 0.20

Record 2
Entry from OMol25: 2 unconnected molecules or ions with the total composition C11H13PS in a non-equilibrium geometry (the ωB97M-V functional and the def2-TZVPD basis).

Computed properties:
- Structure (SMILES): S=Pc1ccccc1.C=C/C=C/C
- LUMO: -0.0538 hartree
- E_HOMO: -8.50 eV
- E: -1166.380884 Ha
- Maximum force: 4.53 eV/Å
- 2S+1: 1
- Relative energy (zero: lowest compared OMol25 entry of this formula, charge and spin): 42.16 kcal per mole
- Orbital gap: 7.04 eV
- Charge: 0

Geometry as XYZ:
```
26
Properties=species:S:1:pos:R:3:forces:R:3
S 3.8889 -1.4156 -1.0018 -0.03 0.12 1.91
P 3.3978 -0.6409 0.7792 0.68 -0.88 -2.50
C 1.6135 0.7227 -0.9175 -0.40 3.21 1.17
C 0.7975 1.8236 -1.1965 -0.47 0.86 1.45
C -1.1585 -1.4789 -0.5656 -1.33 -0.56 4.30
C 2.3546 0.7086 0.2432 -0.50 0.95 3.12
C -3.0274 0.1220 -0.7203 -2.54 -0.91 0.74
C 0.5704 2.8484 -0.1892 0.12 -1.97 -2.53
C -0.6920 -3.1539 1.2772 -0.76 0.44 2.49
C 1.2728 2.7260 0.9881 -0.28 1.64 0.94
C 2.1478 1.6913 1.2606 0.13 -0.67 -0.31
C -0.3490 -2.5352 0.1845 -0.32 0.85 -2.51
C -2.2417 -0.8391 -0.0223 2.98 -2.62 1.68
H 1.1562 3.5488 1.6997 -0.02 -0.46 0.11
H 0.5141 -2.9449 -0.3447 -0.22 0.20 -0.20
H -1.4500 -2.6805 1.9565 0.44 -1.02 -0.73
H -3.3184 -0.4434 -1.5336 -0.67 -0.40 -2.69
H 1.8598 -0.0825 -1.4840 -0.07 -1.94 -2.50
H -0.8723 -1.3882 -1.5493 0.49 0.71 -2.17
H -2.4734 0.9384 -0.9512 1.30 2.73 -0.98
H -2.5622 -1.0787 1.0117 0.58 0.03 -0.58
H 0.2673 1.9626 -2.1269 -0.02 -0.40 -0.17
H 2.6110 1.6282 2.2826 -0.26 0.01 -1.31
H -0.1300 -4.0117 1.6296 -0.06 0.18 0.17
H -0.1912 3.6238 -0.4460 1.02 -0.52 0.61
H -3.9859 0.3492 -0.2640 0.18 0.42 0.49
```
Positions in Å, forces in eV/Å.

natural (NBO) atomic charges, in units of e: number 1, S, carries -0.43; number 2, P, carries 0.72; number 3, C, carries -0.19; number 4, C, carries -0.20; number 5, C, carries -0.25; number 6, C, carries -0.43; number 7, C, carries -0.66; number 8, C, carries -0.18; number 9, C, carries -0.39; number 10, C, carries -0.23; number 11, C, carries -0.18; number 12, C, carries -0.21; number 13, C, carries -0.13; number 14, H, carries 0.22; number 15, H, carries 0.20; number 16, H, carries 0.19; number 17, H, carries 0.23; number 18, H, carries 0.23; number 19, H, carries 0.19; number 20, H, carries 0.22; number 21, H, carries 0.19; number 22, H, carries 0.21; number 23, H, carries 0.23; number 24, H, carries 0.20; number 25, H, carries 0.23; number 26, H, carries 0.21

- What is the LUMO in the second record?
  -0.0538 hartree

- The highest LUMO belongs to which entry?
  C11H13NOSe